Entry 1:
The following is a DFT calculation (the ωB97M-V functional and the def2-TZVPD basis) of the ion C11H12O2P with charge -1.

Structure (XYZ):
```
26
Properties=species:S:1:pos:R:3:forces:R:3
C 3.290 -0.669 -0.663 -0.5240 0.1615 1.0285
C 2.761 -1.851 -0.155 0.6061 -2.0032 -1.0717
C 2.710 0.533 -0.305 -0.0860 2.0916 0.6662
C 1.535 -1.878 0.461 1.3673 -0.1496 0.3460
C 1.514 0.559 0.475 1.5929 0.2570 -0.6573
C 0.985 -0.673 0.810 -2.5440 1.1307 0.8481
C -3.194 -0.530 -0.199 -1.2563 0.6237 -1.7442
C -1.452 1.583 0.001 1.3655 -0.3753 1.4098
C -1.076 0.594 -1.078 0.0472 -0.7341 -0.7736
C -1.194 1.098 1.496 3.6013 -1.1289 -2.2219
C -1.819 -0.711 -0.870 1.4829 1.1142 3.0562
O -3.360 -0.545 1.009 0.5810 -0.6334 1.9825
O -4.096 -0.192 -1.007 0.3845 -0.2822 -1.1773
P -0.691 -0.730 1.557 -0.5919 -0.1934 -2.3450
H 4.158 -0.712 -1.263 0.9457 0.1250 -0.4154
H 3.319 -2.816 -0.327 -0.6984 1.0781 -0.0209
H 3.256 1.510 -0.519 -0.9262 -1.3441 -0.0894
H 1.050 -2.793 0.766 0.0170 -0.1660 0.0137
H 0.959 1.483 0.795 1.2596 -1.0185 -0.6075
H -0.849 2.460 -0.191 -0.1361 0.6582 0.1072
H -2.484 1.776 -0.110 -1.1457 0.6039 -0.0520
H -1.408 1.051 -2.044 0.2677 -0.2986 0.3855
H 0.055 0.441 -1.137 -1.6196 0.0980 -0.1840
H -0.368 1.629 2.021 -0.9455 0.0374 -0.1414
H -1.992 0.861 2.075 -2.9083 0.7951 1.6202
H -1.612 -1.477 -1.598 -0.1370 -0.4473 0.0378
```
Forces are in eV/Å.

The calculation puts the HOMO energy (spin up / spin down) at -3.3 / -3.4 eV. As for the LUMO energy (spin up / spin down): 3.271 / 3.271 eV. The charge is -1.

Entry 2:
The following is a DFT calculation (the ωB97M-V functional and the def2-TZVPD basis) of the molecule C16H15N9O.

Structure (XYZ):
```
41
Properties=species:S:1:pos:R:3:forces:R:3
H -4.695 1.683 0.169 2.0727 0.1077 0.6690
N -3.722 1.661 0.620 -1.7411 -0.2515 0.1725
C -2.957 2.624 0.243 -1.4794 -4.0566 1.4324
N -3.392 3.434 -0.728 1.6252 1.5584 -1.2027
N -1.696 2.536 0.810 2.3414 0.4681 -0.6942
C -0.597 3.330 0.411 -1.6982 -1.5974 1.3949
O -0.734 4.437 -0.020 -0.2796 1.6166 -0.9364
C 0.701 2.739 0.640 -2.4929 -4.0454 0.2617
C 0.939 1.351 0.770 -1.0456 -0.3238 -0.1557
C 2.223 0.788 0.749 -3.4483 -2.7359 -0.7296
C 2.306 -0.740 0.520 -1.2943 1.7979 0.7941
C 3.294 -1.468 1.082 2.8589 -0.0656 1.6054
C 3.344 -2.854 0.897 1.5338 -0.4267 0.0391
N 2.460 -3.567 0.243 -1.2081 1.5227 -0.6400
C 1.401 -2.840 -0.269 0.9613 0.2477 1.3054
N 0.520 -3.688 -0.874 0.0915 0.5121 -0.3763
C -0.847 -3.693 -0.956 0.3333 -1.4041 -0.4557
C -1.720 -2.563 -1.012 2.5109 -0.1105 0.7389
C -3.025 -2.839 -1.168 -0.0245 -3.0648 -0.2450
N -3.445 -4.135 -1.393 -0.0144 0.8612 0.1753
C -2.541 -5.104 -1.370 1.3297 1.5903 -0.4237
N -1.213 -4.999 -1.109 -2.0966 2.1637 -0.1908
C 1.271 -1.445 -0.110 -0.8088 0.4358 -1.9282
C 3.227 1.676 0.772 1.7192 1.9223 -0.3096
N 3.000 3.006 0.763 4.2144 -5.3965 0.4068
C 1.799 3.455 0.605 4.4718 4.8590 0.0886
N 2.058 4.783 0.497 -4.5365 2.4162 -0.7552
H -4.284 3.734 -0.491 -2.1231 0.4005 0.0581
H -2.850 4.241 -0.897 1.0295 0.9343 -0.2902
H -1.435 1.614 1.223 -1.0795 1.3082 -0.5540
H 0.073 0.652 0.831 0.8317 0.5829 -0.2050
H 4.112 -0.955 1.697 -1.2524 -0.8985 -1.0042
H 4.232 -3.446 1.214 -0.7273 0.6720 0.1392
H 0.922 -4.610 -1.009 -0.2585 0.1060 0.2629
H -1.297 -1.554 -0.875 -0.6051 -0.7239 -0.2002
H -3.735 -2.072 -1.166 -1.2236 0.8626 -0.0502
H -2.771 -6.037 -1.806 -0.9450 -1.1744 0.1740
H 0.485 -0.847 -0.700 1.3114 -1.2303 1.1129
H 4.248 1.276 0.691 -0.1690 0.7109 0.2930
H 2.999 5.041 0.401 0.9580 0.0585 -0.1076
H 1.342 5.395 0.107 0.3571 -0.2102 0.3301
```
Forces are in eV/Å.

The calculation puts the HOMO energy at -8.6 eV. As for the LUMO energy: -0.326 eV. The charge is 0. As for the structure (SMILES): [H]/N=C(\N)NC(=O)c1cc(-c2ccnc(Nc3ccncn3)c2)cnc1N.

Entry 3:
The following is a DFT calculation (the ωB97M-V functional and the def2-TZVPD basis) of a cluster of 2 separate species, C3H7NOS in total.

Structure (XYZ):
```
13
Properties=species:S:1:pos:R:3:forces:R:3
C 1.570 -0.014 1.009 -0.7854 -0.4053 1.2349
C 1.569 -0.512 -0.182 1.2875 -2.5709 -1.1426
C -2.371 -1.226 0.009 0.2906 -0.2593 0.2202
N -3.656 0.928 -0.218 0.2072 1.5768 -2.0875
O -1.405 -2.073 0.261 2.7228 1.1673 0.3162
S -1.991 0.471 0.049 -1.1713 -0.2333 -0.3291
H 1.489 -0.741 1.780 1.0519 -0.0822 1.2693
H 1.398 1.009 1.202 -0.5292 0.8754 0.2985
H 1.274 -0.034 -1.023 -0.3857 2.2437 -2.4831
H 1.962 -1.496 -0.474 -0.6871 -0.1365 0.8472
H -3.924 1.595 0.506 0.0762 -0.1335 -0.2605
H -3.802 1.417 -1.193 0.6175 -1.2326 2.5774
H -0.424 -1.683 0.427 -2.6947 -0.8094 -0.4608
```
Forces are in eV/Å.

The calculation puts the HOMO energy at -8.3 eV. As for the LUMO energy: 0.552 eV. The charge is 0.

Entry 4:
The following is a DFT calculation (the ωB97M-V functional and the def2-TZVPD basis) of a structure of composition C24H40Br2Cl6LiMgN2O15PS.

Structure (XYZ):
```
93
Properties=species:S:1:pos:R:3:forces:R:3
C -3.818 -2.993 3.964 0.0681 0.3941 -0.6972
C -2.906 -2.215 3.825 0.0905 -0.7619 0.4090
C -1.732 -1.333 3.794 -0.9054 -0.0633 -0.3741
C -1.586 -0.620 2.400 1.7873 -0.1722 0.0353
C -0.315 -1.248 1.753 -0.8611 -0.7901 -0.4982
C -2.715 -0.908 1.497 0.4254 0.9591 0.8279
N -3.657 -1.057 0.863 -0.0586 -0.6144 -0.5058
C -1.292 0.894 2.582 -0.7036 0.0481 0.6573
C -0.966 1.538 1.314 -0.1690 -0.2143 0.4069
N -0.649 2.046 0.341 0.0260 0.2591 -0.6608
C -2.356 1.678 3.371 -0.6255 1.0188 -0.9933
C -3.739 1.838 2.652 0.0724 -1.2926 0.7959
C -4.763 0.882 3.329 -0.0882 1.0790 -0.8022
C -6.102 0.744 2.590 0.4899 -0.6016 -0.1711
C -6.475 -0.725 2.342 -1.3550 -0.1799 -0.1801
C -7.511 -1.346 3.314 0.9017 0.2735 -0.5965
H -4.691 -3.612 3.995 -0.0708 -0.0992 0.4866
H -1.836 -0.653 4.640 -0.0029 0.2965 -0.1434
H -0.820 -1.897 3.964 -0.0395 -0.1948 0.0508
H -0.522 -2.314 1.626 0.1849 -0.0849 0.0385
H 0.547 -1.159 2.406 0.0751 0.3017 -0.0020
H -0.130 -0.879 0.748 0.1997 0.2788 0.0610
H -0.372 0.953 3.168 0.0693 -0.2573 0.0549
H -2.524 1.259 4.374 0.6692 -0.1036 -0.5004
H -1.963 2.681 3.536 0.2133 -0.0392 0.1626
H -4.126 2.851 2.703 0.1779 0.1589 -0.0884
H -3.652 1.545 1.608 -0.0506 0.2743 -0.1792
H -4.988 1.315 4.318 -0.8209 -0.4759 -1.7598
H -4.276 -0.076 3.506 -0.1806 -0.1973 0.1302
H -6.058 1.260 1.631 0.1243 0.1357 0.0238
H -6.884 1.226 3.173 -0.1335 -0.0124 -0.0457
H -5.598 -1.372 2.380 0.3550 0.1751 0.0462
H -6.883 -0.844 1.338 0.1430 0.2443 -0.1784
H -8.001 -0.598 3.930 -0.0239 -0.0158 0.1288
H -6.976 -2.052 3.928 -0.3660 -0.0284 0.4656
H -8.266 -1.892 2.758 -0.1342 -0.0866 0.0970
Li -4.315 -2.866 1.470 -0.1468 0.2782 0.1651
C -2.113 -0.280 -2.204 0.0517 0.1611 0.0404
Cl -2.590 -0.086 -3.888 0.0418 -0.0624 0.0597
Cl -1.280 -1.823 -1.927 -0.2712 -0.1283 0.3004
H -1.439 0.528 -1.935 0.0836 -0.0534 -0.0554
H -3.002 -0.248 -1.586 -0.0385 -0.0795 -0.0566
C 2.741 -1.201 -3.201 -0.1086 -0.1116 0.1624
Cl 3.027 -2.671 -4.131 0.0041 0.0346 -0.0177
Cl 1.179 -0.485 -3.625 0.1783 0.1975 -0.2890
Cl 2.799 -1.531 -1.471 -0.0485 -0.0452 -0.1947
H 3.524 -0.492 -3.437 0.0303 -0.0027 0.0618
Br 6.515 -0.505 -2.339 -0.1962 0.1380 -0.1588
C 7.250 -0.180 -0.580 0.2041 -0.0168 -0.2087
C 6.637 -1.083 0.447 0.1505 -0.0587 0.1140
Br 4.842 -0.490 0.956 -0.0025 0.0645 0.2624
H 7.110 0.875 -0.364 -0.0797 -0.0163 0.0695
H 8.312 -0.399 -0.677 -0.0748 -0.1858 -0.0458
H 7.213 -1.064 1.369 0.0114 0.0366 -0.0135
H 6.547 -2.106 0.097 0.0541 0.0211 -0.0933
O 11.409 1.767 -1.897 -0.0819 0.1559 0.2177
S 11.602 0.483 -1.286 0.1555 -0.5523 -0.3850
O 10.673 -0.007 -0.317 -0.1606 0.3983 0.2264
O 13.067 0.462 -0.627 0.1360 -0.0834 -0.0914
C 13.386 1.489 0.321 -0.0223 0.3356 0.3576
C 12.692 1.292 1.657 -0.2054 -0.0542 -0.0079
C 11.845 -0.743 -2.511 0.1989 0.1326 -0.2130
H 13.156 2.470 -0.102 -0.0911 -0.0663 -0.0921
H 14.465 1.441 0.461 0.0181 -0.1549 -0.1865
H 11.612 1.387 1.559 0.0069 0.0122 -0.0176
H 13.034 2.040 2.375 0.1032 -0.0068 -0.0428
H 12.896 0.296 2.050 0.0535 0.0135 0.0168
H 12.578 -0.382 -3.230 0.0292 0.0693 0.0694
H 10.875 -0.909 -2.989 -0.1219 -0.1995 0.2619
H 12.173 -1.660 -2.031 -0.1744 -0.0538 0.0275
O -8.280 -4.163 7.433 0.0315 0.0147 -0.0487
Cl -8.281 -4.452 6.021 -0.0039 -0.2029 0.1223
O -7.420 -5.586 5.752 0.0418 0.0457 -0.0409
O -7.771 -3.301 5.291 0.0257 -0.1795 0.1748
O -9.621 -4.740 5.577 0.0374 0.0233 -0.0311
Mg -4.117 1.478 5.763 0.5989 0.3689 3.0098
O 9.205 -2.593 -1.862 0.0774 0.3053 0.0394
H 9.592 -1.971 -1.235 0.0659 -0.1699 0.0819
C -4.071 1.593 -6.441 0.0078 -0.0894 0.2303
C -3.125 2.316 -7.373 0.2066 -0.0022 0.0371
O -3.964 2.615 -8.484 -0.0750 -0.0120 0.0948
C -5.264 2.629 -8.031 -0.1096 -0.0156 0.1855
O -6.177 3.010 -8.679 0.0124 -0.0150 -0.1759
O -5.336 2.153 -6.768 1.0466 -0.3530 -1.1582
H -3.842 1.764 -5.393 -0.2136 0.1119 0.0262
H -4.100 0.515 -6.630 0.0330 0.0104 -0.0296
H -2.753 3.251 -6.946 -0.0475 -0.0029 0.0374
H -2.278 1.705 -7.680 -0.0624 0.0099 -0.1647
O -8.996 3.925 -6.635 0.0682 -0.3989 -0.1596
P -8.445 3.505 -5.279 -0.0474 0.0145 0.1493
O -8.336 4.714 -4.351 0.1460 -0.2681 0.2988
O -7.042 2.916 -5.430 -0.7637 0.8069 0.5877
O -9.402 2.474 -4.688 -0.2468 0.2696 -0.0116
```
Forces are in eV/Å.

The calculation puts the HOMO energy at -2.5 eV. As for the LUMO energy: 0.720 eV. The charge is -2.

Entry 5:
The following is a DFT calculation (the ωB97M-V functional and the def2-TZVPD basis) of a cluster of 3 separate species, C2H8O4 in total.

Structure (XYZ):
```
14
Properties=species:S:1:pos:R:3:forces:R:3
C -0.266 1.180 -1.942 0.5788 -1.1205 -0.7046
C 0.335 0.340 -0.849 0.1403 0.1570 0.3619
O -0.084 -0.700 -0.396 -0.2578 -0.0331 -0.3385
O 1.449 0.919 -0.403 -0.0102 0.9926 -0.7685
H -0.468 2.169 -1.538 -0.2107 -0.0129 -0.2900
H -1.079 0.661 -2.453 -0.3030 0.3338 0.5770
H 0.511 1.220 -2.716 0.0127 0.5265 0.2058
H 1.699 0.644 0.484 0.0292 -0.9479 0.7242
O 1.427 -0.439 2.034 0.1646 -0.1136 0.0448
H 0.526 -0.685 1.776 0.0219 -0.0290 0.1019
H 1.915 -1.274 2.017 -0.1289 0.2371 0.0063
O -1.793 -1.206 1.638 -0.0921 -0.1308 -0.0296
H -2.707 -1.503 1.611 0.0355 0.0113 0.1217
H -1.464 -1.326 0.737 0.0196 0.1296 -0.0124
```
Forces are in eV/Å.

The calculation puts the HOMO energy at -10.7 eV. As for the LUMO energy: 0.713 eV. The charge is 0. As for the structure (SMILES): CC(=O)O.O.O.

Entry 6:
The following is a DFT calculation (the ωB97M-V functional and the def2-TZVPD basis) of a structure of composition C32H29AuN3O3SSb.

Structure (XYZ):
```
70
Properties=species:S:1:pos:R:3:forces:R:3
Au -0.410 -0.658 0.312 0.0756 -0.0558 -0.0915
C -4.587 1.486 -0.631 0.0218 0.0021 -0.0272
C -3.499 0.484 -0.275 -0.0189 -0.0116 0.0600
C -4.039 -0.941 -0.253 0.0146 0.0290 -0.0065
O -2.482 0.499 -1.279 -0.0204 -0.0086 0.0127
C -2.939 0.789 1.136 0.0072 -0.0166 -0.0279
O -3.692 1.258 1.977 -0.0071 -0.0140 -0.0045
O -1.704 0.495 1.404 -0.0270 0.1055 -0.0105
H -4.986 1.243 -1.617 -0.0075 0.0000 0.0051
H -4.178 2.499 -0.657 -0.0099 0.0031 0.0061
H -5.385 1.470 0.107 -0.0010 0.0002 0.0051
H -4.454 -1.190 -1.230 0.0053 0.0004 0.0006
H -4.818 -1.034 0.503 0.0003 -0.0040 0.0026
H -3.236 -1.644 -0.025 -0.0088 -0.0152 -0.0026
H -2.148 1.401 -1.357 0.0078 0.0000 -0.0076
N -6.426 -3.603 5.495 0.0115 -0.0087 -0.0025
C -5.374 -3.220 5.232 -0.0621 0.0052 0.0161
C -4.060 -2.742 4.905 0.0027 0.0593 -0.0399
C -2.945 -3.510 5.225 0.0716 0.0030 -0.0006
C -1.678 -3.055 4.907 -0.0718 -0.0352 0.0144
C -1.525 -1.837 4.254 0.0450 -0.0132 0.0193
C -2.635 -1.060 3.942 0.0975 0.0347 0.0038
C -3.899 -1.511 4.270 0.0067 -0.0519 0.0183
N -0.224 -1.391 3.912 -0.1605 0.0955 -0.0030
C 0.886 -2.178 3.700 0.1239 -0.0784 0.0034
C 1.903 -1.320 3.427 0.0458 0.0644 -0.0331
N 1.458 -0.015 3.465 -0.1515 -0.0974 0.0261
C 0.182 -0.099 3.747 0.0820 0.0337 0.0322
H -3.071 -4.457 5.732 -0.0078 -0.0022 -0.0040
H -0.813 -3.642 5.183 0.0034 0.0012 -0.0027
H -2.522 -0.120 3.421 -0.0354 -0.0054 0.0103
H -4.759 -0.907 4.014 -0.0092 -0.0005 0.0070
H 0.845 -3.251 3.736 0.0047 0.0009 -0.0180
H 2.927 -1.560 3.194 0.0011 -0.0050 -0.0052
H -0.499 0.729 3.842 -0.0012 0.0174 -0.0009
S 1.104 -1.938 -0.840 -0.0157 -0.0219 0.0145
Sb 1.961 -0.036 -1.819 -0.0987 -0.0026 -0.0390
C 0.541 1.353 -2.502 -0.0314 -0.0142 -0.0247
C 0.339 2.533 -1.795 0.0366 0.0011 0.0579
C -0.647 3.420 -2.207 -0.0118 0.0136 -0.0182
C -1.423 3.126 -3.322 0.0144 -0.0175 -0.0052
C -1.218 1.946 -4.026 -0.0177 0.0465 0.0068
C -0.238 1.056 -3.615 0.0338 -0.0482 -0.0269
C 3.242 1.022 -0.549 0.0165 -0.0056 0.0161
C 4.429 1.574 -1.022 0.0021 -0.0045 -0.0344
C 5.250 2.268 -0.146 -0.0018 0.0110 0.0141
C 4.888 2.406 1.189 0.0004 0.0080 -0.0105
C 3.705 1.850 1.657 -0.0007 -0.0091 -0.0272
C 2.878 1.155 0.785 -0.0113 0.0116 0.0783
C 3.020 -0.603 -3.541 0.0589 -0.0053 0.0149
C 3.455 -1.918 -3.665 0.0021 -0.0140 0.0027
C 4.159 -2.306 -4.796 0.0030 0.0056 -0.0065
C 4.426 -1.384 -5.799 -0.0063 0.0066 0.0109
C 3.987 -0.072 -5.677 0.0120 -0.0171 -0.0091
C 3.283 0.321 -4.549 -0.0252 0.0452 0.0095
H 0.935 2.760 -0.917 -0.0001 -0.0022 -0.0082
H -0.810 4.336 -1.656 0.0008 -0.0007 0.0042
H -2.195 3.815 -3.638 -0.0002 0.0011 0.0000
H -1.832 1.714 -4.885 0.0047 -0.0089 0.0021
H -0.096 0.127 -4.155 -0.0041 0.0059 0.0018
H 4.724 1.458 -2.059 -0.0119 -0.0045 0.0009
H 6.176 2.697 -0.506 0.0027 0.0008 0.0073
H 5.537 2.945 1.866 -0.0021 -0.0012 0.0045
H 3.408 1.928 2.694 0.0246 0.0110 0.0066
H 1.968 0.714 1.176 0.0008 -0.0252 -0.0120
H 3.237 -2.643 -2.889 -0.0016 0.0040 0.0031
H 4.495 -3.330 -4.896 0.0010 -0.0001 0.0003
H 4.973 -1.690 -6.681 -0.0003 0.0004 -0.0004
H 4.190 0.644 -6.462 0.0003 -0.0003 -0.0007
H 2.930 1.343 -4.467 -0.0021 -0.0013 0.0117
```
Forces are in eV/Å.

The calculation puts the HOMO energy at -8.6 eV. As for the LUMO energy: 0.022 eV. The charge is 0.

Number 1: F_max 4.38 eV/Å. Number 2: F_max 6.86 eV/Å. Number 3: F_max 3.37 eV/Å. Number 4: F_max 3.09 eV/Å. Number 5: F_max 1.44 eV/Å. Number 6: F_max 0.19 eV/Å.